[1]
ORCA calculation (the ωB97M-V functional and the def2-TZVPD basis) on 10 unconnected molecules or ions with the total composition C10H40N10O10 at a distorted geometry.

Element x y z (Å)
N1 2.772 0.386 2.118
C1 2.988 1.186 3.083
N2 3.966 0.917 3.899
O1 2.417 2.508 2.994
H1 3.356 -0.513 2.093
H2 2.026 0.509 1.377
H3 4.321 1.597 4.638
H4 4.153 -0.065 4.025
N3 0.934 2.958 0.922
C2 -0.353 3.087 0.833
N4 -0.627 3.229 -0.426
O2 -1.241 3.187 1.847
H5 1.424 2.857 1.831
H6 1.533 3.037 0.080
H7 -1.519 3.748 -0.689
H8 0.028 3.207 -1.217
N5 -4.228 -2.988 -1.559
C3 -4.298 -1.770 -1.183
N6 -3.226 -1.166 -1.450
O3 -5.388 -1.218 -0.604
H9 -4.896 -3.670 -1.075
H10 -3.458 -3.364 -2.084
H11 -2.275 -1.498 -1.702
H12 -3.184 -0.215 -1.229
N7 -0.514 -0.796 -2.015
C4 -0.116 -2.014 -1.927
N8 -0.847 -2.862 -2.497
O4 0.824 -2.397 -1.043
H13 -0.130 -0.179 -1.256
H14 -0.951 -0.404 -2.905
H15 -1.588 -2.588 -3.161
H16 -0.741 -3.872 -2.224
N9 1.193 3.514 -2.725
C5 2.017 3.800 -1.806
N10 2.459 2.707 -1.287
O5 2.267 5.024 -1.325
H17 0.580 4.247 -3.037
H18 1.253 2.708 -3.312
H19 3.255 2.790 -0.570
H20 2.199 1.810 -1.711
C6 -2.267 -2.881 1.780
O6 -1.939 -3.377 0.484
H21 -2.350 -1.712 1.703
H22 -1.541 -3.034 2.566
H23 -3.110 -3.351 2.265
H24 -2.540 -3.037 -0.128
C7 1.841 -2.791 1.884
O7 0.949 -3.623 1.348
H25 2.321 -2.121 1.208
H26 2.712 -3.354 2.154
H27 1.298 -2.268 2.594
H28 0.739 -3.362 0.410
C8 3.444 -0.571 -1.125
O8 2.460 -0.214 -2.023
H29 4.423 -0.365 -1.524
H30 3.392 -1.590 -0.720
H31 3.362 0.145 -0.346
H32 1.602 -0.615 -1.830
C9 -3.771 1.622 0.027
O9 -2.776 1.343 -0.950
H33 -3.469 2.532 0.518
H34 -3.600 0.862 0.791
H35 -4.778 1.585 -0.464
H36 -1.984 1.823 -0.679
C10 -0.303 -0.091 1.173
O10 0.611 0.425 0.281
H37 -0.197 -1.149 1.440
H38 -1.281 0.087 0.861
H39 -0.256 0.291 2.189
H40 0.638 1.392 0.408

Properties
**HOMO**: -9.250 eV
**ΔE to the lowest compared entry with this formula, charge and spin**: 200.7 kcal per mole
**Total energy**: -46390.1392 eV
**Lowest unoccupied orbital energy**: -0.32 eV
**SMILES**: NC(N)=O.NC(N)=O.NC(N)=O.NC(N)=O.NC(N)=O.CO.CO.CO.CO.CO

---

[2]
ORCA calculation (the ωB97M-V functional and the def2-TZVPD basis) on a molecular structure, C4H11N2O at a distorted geometry.

Element x y z (Å)
C1 0.895 -1.002 1.863
C2 1.256 0.875 -0.586
C3 -0.583 -0.517 0.706
C4 -0.118 0.796 0.177
N1 -0.950 1.063 -1.045
N2 -0.906 -1.484 -0.286
O1 1.688 -1.720 1.376
H1 0.840 -0.562 2.766
H2 2.034 0.273 0.027
H3 1.525 1.883 -0.737
H4 1.119 0.242 -1.448
H5 -1.342 -0.309 1.372
H6 -0.201 1.494 0.946
H7 -1.751 1.652 -0.943
H8 -0.443 1.476 -1.869
H9 -0.083 -1.982 -0.696
H10 -1.262 -0.020 -1.301
H11 -1.717 -2.158 -0.322

Properties
**HOMO**: -12.965 eV
**ΔE to the lowest compared entry with this formula, charge and spin**: 86.7 kcal per mole
**Total energy**: -9345.0976 eV
**Lowest unoccupied orbital energy**: -3.21 eV
**Total charge**: +1

---

[3]
ORCA calculation (the ωB97M-V functional and the def2-TZVPD basis) on 2 unconnected molecules or ions with the total composition C4H11NO at a distorted geometry.

Element x y z (Å)
C1 0.088 2.521 0.646
C2 0.377 1.218 0.720
C3 0.335 0.524 2.098
N1 0.382 -0.961 1.833
C4 -0.355 -1.337 0.600
H1 -0.073 3.324 -0.048
H2 0.330 3.016 1.595
H3 0.537 0.605 -0.252
H4 -0.649 0.899 2.582
H5 1.285 0.790 2.555
H6 0.021 -1.432 2.672
H7 -1.397 -1.036 0.550
H8 -0.434 -2.436 0.613
H9 0.210 -1.288 -0.337
O1 -0.184 -1.153 -5.091
H10 -0.220 -2.071 -4.715
H11 -0.253 -1.185 -6.022

Properties
**HOMO**: -8.795 eV
**ΔE to the lowest compared entry with this formula, charge and spin**: 74.7 kcal per mole
**Total energy**: -7861.3161 eV
**Lowest unoccupied orbital energy**: 0.83 eV
**SMILES**: C=CCNC.O

---

[4]
ORCA calculation (the ωB97M-V functional and the def2-TZVPD basis) on a single CH2N2O3 molecule at a distorted geometry.

Element x y z (Å)
O1 -1.456 -0.695 1.858
N1 -0.994 -1.203 0.853
C1 -0.014 -0.449 0.198
N2 1.449 -1.406 -0.193
O2 2.449 -0.885 0.155
O3 1.213 -2.433 -0.725
H1 0.392 0.414 0.736
H2 -0.306 -0.218 -0.823

Properties
**HOMO**: -10.169 eV
**ΔE to the lowest compared entry with this formula, charge and spin**: 101.5 kcal per mole
**Total energy**: -10185.6956 eV
**Lowest unoccupied orbital energy**: -1.28 eV
**SMILES**: O=NC[N+](=O)[O-]

---

[5]
ORCA calculation (the ωB97M-V functional and the def2-TZVPD basis) on a single C5H9ClN2OS molecule at a distorted geometry.

Element x y z (Å)
C1 -0.206 0.528 -0.775
C2 0.795 -1.658 -0.270
C3 0.712 -1.592 1.210
C4 -1.297 2.338 0.256
C5 1.078 -0.205 -0.910
N1 1.003 -2.699 -0.937
N2 -0.182 1.478 0.028
O1 2.537 1.968 -0.706
S1 2.174 0.846 0.127
Cl1 3.882 -0.329 -0.087
H1 -1.233 0.262 -1.321
H2 1.549 -0.897 1.620
H3 -0.195 -1.312 1.516
H4 0.839 -2.577 1.550
H5 -1.803 2.661 -0.687
H6 -0.853 3.245 0.881
H7 -2.012 1.650 0.785
H8 1.300 -0.429 -1.985
H9 1.229 -2.765 -1.903

Properties
**HOMO**: -9.395 eV
**ΔE to the lowest compared entry with this formula, charge and spin**: 6.9 kcal per mole
**Total energy**: -33713.2610 eV
**Lowest unoccupied orbital energy**: 0.57 eV

---

[6]
ORCA calculation (the ωB97M-V functional and the def2-TZVPD basis) on a single C3H6N2O molecule.

Element x y z (Å)
C1 0.384 1.321 1.561
C2 -0.011 0.082 -0.228
N1 0.948 0.306 0.645
N2 0.007 -0.998 -1.020
C3 -1.153 -1.112 -1.790
O1 -1.315 -1.920 -2.664
H1 0.897 1.351 2.517
H2 -0.676 1.088 1.723
H3 0.407 2.285 1.047
H4 1.756 -0.301 0.837
H5 0.746 -1.684 -1.152
H6 -1.883 -0.352 -1.454

Properties
**HOMO**: -8.648 eV
**ΔE to the lowest compared entry with this formula, charge and spin**: 58.4 kcal per mole
**Total energy**: -8234.1651 eV
**Lowest unoccupied orbital energy**: 0.98 eV